12
Properties=species:S:1:pos:R:3:forces:R:3 method="wB97M-V/def2-TZVPD" spin_multiplicity=1 orbital_gap_ha="0.241 / 0.241" de_lowest_kcal_mol=102.1 e_lumo_ev="-0.64 / -0.64" e_homo_ha="-0.2647 / -0.2644"
C 0.626 -0.064 1.177 0.7656 0.8880 1.3695
C -0.415 -1.076 -0.822 0.7003 -0.9598 1.0208
C 0.936 1.235 0.776 -0.6985 -0.8217 -1.5522
C -1.443 0.407 -2.438 0.7568 0.1493 0.9621
N -0.806 -0.003 -1.500 -0.5765 0.7017 -0.6178
N 0.204 -1.057 0.354 -0.7802 -0.2241 -1.3807
O 1.268 2.088 1.713 0.2290 0.5235 0.8962
S -2.188 1.173 -3.566 -0.2099 -0.0605 -0.3286
H 0.941 -0.430 2.167 -0.2347 -0.0898 -0.1922
H -0.619 -2.058 -1.235 0.0326 0.0549 0.1072
H 0.329 -1.987 0.736 -0.0101 0.0556 -0.1127
H 1.168 1.773 2.639 0.0258 -0.2171 -0.1716



63
Properties=species:S:1:pos:R:3:forces:R:3 method="wB97M-V/def2-TZVPD" spin_multiplicity=1 charge=+1 orbital_gap_ha=0.165 e_lumo_ev=-5.45 e_homo_ha=-0.3655
C 0.564 -4.510 0.720 0.2390 0.0716 -0.0570
C 1.120 -3.160 0.190 0.4461 -0.6383 -0.7791
C 0.896 -2.059 1.265 -0.1091 0.2728 -0.2869
Si 0.585 -3.029 -1.660 -1.0265 2.8063 1.3462
C 1.732 -2.052 -2.864 -0.0226 -1.0531 -0.0663
C 3.192 -2.418 -2.495 -0.0408 -0.1743 -0.1630
C 1.623 -0.517 -3.023 -0.3111 0.1692 0.0759
C -1.210 -3.492 -2.115 0.7788 -0.6125 -0.2359
C -1.177 -3.878 -3.609 -0.1363 -0.3776 0.0362
C -2.382 -2.532 -1.847 -0.0477 0.3613 0.4024
H -0.347 1.057 0.401 0.8001 -1.7001 0.0096
H 1.137 -4.816 1.605 -0.1776 0.0620 -0.1727
H -0.490 -4.403 1.016 0.2874 -0.1009 -0.1774
H 0.662 -5.318 -0.021 -0.1472 0.0700 0.2425
H 2.216 -3.259 0.019 -0.3720 -0.0423 0.4000
H 1.388 -2.380 2.196 -0.1596 -0.1102 -0.3404
H 1.338 -1.082 1.025 -0.1863 -0.2603 -0.1765
H -0.172 -1.917 1.492 0.3200 -0.0296 -0.1689
H 1.490 -2.511 -3.843 0.1357 0.1859 0.2545
H 3.866 -2.206 -3.330 -0.1504 0.1288 0.0749
H 3.536 -1.836 -1.631 -0.0938 -0.2261 -0.1113
H 3.308 -3.489 -2.293 0.0940 0.1261 0.1333
H 2.291 -0.229 -3.844 0.0759 -0.1415 0.2046
H 0.645 -0.133 -3.326 -0.0540 -0.2796 0.2160
H 1.947 0.025 -2.125 -0.1141 -0.2021 -0.1443
H -1.387 -4.400 -1.506 0.0672 0.1936 -0.2489
H -2.053 -4.484 -3.851 0.0095 0.1378 -0.0348
H -1.178 -2.999 -4.264 0.0839 -0.1337 0.1813
H -0.308 -4.501 -3.844 -0.0139 0.0575 -0.1723
H -3.316 -3.056 -2.084 0.2340 -0.0092 -0.1938
H -2.504 -2.229 -0.801 0.3125 0.0281 -0.1295
H -2.332 -1.635 -2.475 0.0450 -0.1614 0.1447
C 4.015 5.800 -0.071 -0.4527 -0.5409 -0.7090
O 3.291 4.952 -1.032 0.1647 0.4274 1.0964
C 2.113 4.364 -0.638 -0.7741 0.5356 0.2019
C 1.456 3.590 -1.633 0.6063 -0.2247 0.8217
C 0.347 2.831 -1.275 0.5713 0.7773 0.6371
C -0.225 2.935 0.024 0.3219 0.7054 -0.9333
C -1.121 1.767 0.329 -1.4566 -0.0678 -0.1803
C -1.906 1.569 1.607 0.2297 -0.3879 0.2189
C -3.146 0.919 1.652 -0.2880 0.3328 -0.1807
C -3.770 0.624 2.871 0.5948 -0.1595 0.2751
C -3.153 0.967 4.088 -0.2558 -0.0488 -0.0115
C -3.845 0.686 5.425 -0.0718 -0.1282 0.1110
C -1.873 1.535 4.031 -0.3692 -0.5861 -0.0930
C -1.237 1.753 2.818 -0.0870 0.3829 0.1422
C 0.288 3.890 0.919 -0.1096 -0.3420 -0.2027
C 1.475 4.569 0.623 0.6925 -0.2167 -1.3047
H 4.860 6.211 -0.635 -0.3218 -0.1595 0.1080
H 3.378 6.628 0.278 0.1861 -0.3657 -0.0633
H 4.413 5.206 0.770 -0.3620 0.1775 -0.2759
H 1.928 3.476 -2.617 -0.2254 0.1973 0.4278
H -0.018 2.105 -2.009 -0.1775 0.2655 0.3595
H -1.720 1.466 -0.564 0.2625 0.4400 0.6242
H -3.641 0.653 0.707 0.1575 0.1359 0.4227
H -4.688 0.031 2.912 0.1146 0.4283 -0.1983
H -3.349 1.227 6.259 -0.3322 -0.2884 -0.5720
H -4.916 0.979 5.398 0.6926 -0.0332 -0.0184
H -3.841 -0.396 5.689 0.1387 0.6249 -0.2812
H -1.343 1.710 4.954 0.0829 0.1345 0.1481
H -0.194 2.073 2.801 -0.3130 0.0592 0.0983
H -0.201 4.105 1.882 0.2699 -0.3584 -0.5395
H 1.940 5.224 1.358 -0.2555 -0.1351 -0.1919



25
Properties=species:S:1:pos:R:3:forces:R:3 method="wB97M-V/def2-TZVPD" spin_multiplicity=1 orbital_gap_ha=0.335 de_lowest_kcal_mol=41.3 e_lumo_ev=0.12 e_homo_ha=-0.3307
C 2.119 -2.667 0.511 -1.2171 2.4386 1.1111
C 1.119 -1.955 -0.094 1.1274 -2.5598 -0.7198
Si 1.148 -0.215 -0.568 3.4419 2.3747 0.1285
C 2.639 0.109 -1.789 -0.2719 -5.1904 -1.1918
C 1.595 0.856 1.038 -0.9196 -0.3520 -2.1887
O -0.175 0.219 -1.391 -0.6436 0.7074 3.4032
H 2.051 -3.732 0.622 0.2590 -0.3756 -0.2072
H 2.864 -2.122 1.190 -0.8784 -0.8929 -1.2620
H 0.412 -2.523 -0.748 0.3391 0.0461 0.8507
H 3.262 0.928 -1.779 0.9912 2.2261 0.5022
H 3.390 -0.818 -1.605 -1.5268 1.9490 -0.2226
H 2.400 -0.067 -2.906 -0.0500 0.2863 1.6085
H 2.273 1.704 0.808 -0.7119 -0.4225 0.1246
H 0.591 1.160 1.377 0.6353 0.1702 0.5800
H 2.102 0.160 1.690 -0.1453 -0.0641 0.4929
H -0.436 0.161 -2.260 -0.5971 -0.3396 -2.8166
C -3.858 2.400 0.825 0.3313 -0.3436 0.1203
C -2.837 1.641 0.570 2.1233 -2.1985 -1.2670
Si -2.862 -0.120 -0.125 0.1976 0.1083 -0.1358
S -3.508 -0.870 -1.822 0.0833 0.2309 0.6245
S -1.977 -1.297 1.453 -0.3371 0.6649 -0.3689
H -3.773 3.215 1.444 0.3028 2.2200 1.0047
H -4.811 2.170 0.510 -2.0430 -0.6845 -0.5660
H -1.784 1.888 0.767 -0.5165 0.3123 0.5501
H -1.941 -0.225 2.282 0.0262 -0.3114 -0.1549



17
Properties=species:S:1:pos:R:3:forces:R:3 method="wB97M-V/def2-TZVPD" spin_multiplicity=1 charge=+1 orbital_gap_ha="0.298 / 0.297" de_lowest_kcal_mol=122.3 e_lumo_ev="-4.27 / -4.33" e_homo_ha="-0.4549 / -0.4562"
C -2.612 -0.126 -0.748 -1.7399 -0.6508 -0.9514
C -1.251 -0.404 -1.126 2.5504 1.3961 0.7134
C -3.111 -1.094 0.178 0.3489 0.8624 -0.0009
C -0.161 0.002 1.059 -0.6531 -0.3786 0.5367
N -3.440 -1.826 0.973 -0.6875 -1.6514 1.5910
N -0.208 -0.100 -0.293 -0.8404 -0.2478 -0.2198
N 1.076 -0.072 -0.840 2.1949 0.2525 -1.0781
N 1.171 0.134 1.683 -0.6212 2.9974 -1.2779
Cl -2.895 1.508 -0.146 -0.0388 0.7099 0.2250
H -3.272 -0.285 -1.622 0.5427 0.4354 0.0438
H -0.995 -0.388 -2.160 0.2850 -0.0173 -0.4262
H -1.001 -0.306 1.649 -0.1523 0.1223 0.0825
H 1.186 -0.951 -1.292 0.4064 -0.9904 -0.2964
H 1.462 0.629 -1.537 -1.9291 -0.2497 1.2004
H 1.584 -0.503 2.329 -0.2414 -1.6562 0.3218
H 1.314 1.058 2.185 -0.4036 -0.8919 -0.9904
H 1.644 0.141 0.722 0.9791 -0.0419 0.5263



47
Properties=species:S:1:pos:R:3:forces:R:3 method="wB97M-V/def2-TZVPD" spin_multiplicity=1 orbital_gap_ha=0.328 de_lowest_kcal_mol=35.5 e_lumo_ev=0.29 e_homo_ha=-0.3172
N -0.534 2.617 -0.823 0.4998 -1.1615 1.1617
C -1.458 2.551 0.390 3.7024 0.1613 0.1339
C -2.119 1.209 0.358 -2.2236 -0.1477 -1.2798
C -1.342 0.005 -0.068 0.4171 0.1192 -1.7478
C -1.376 -0.431 -1.420 1.8470 -2.7346 3.3851
N -0.518 -1.533 -1.469 0.5464 -0.7393 1.1117
C 0.019 -1.765 -0.251 -0.7815 1.9314 -2.0579
N -0.401 -0.773 0.640 -0.8762 -0.2454 -1.1229
H 0.282 3.232 -0.814 -0.7466 0.5290 0.7071
H -0.014 1.696 -0.918 -1.1899 1.2856 0.7568
H -0.973 2.742 1.374 0.6557 -0.9109 -0.4785
H -2.062 3.410 0.467 -1.6597 0.7246 -1.0146
H -2.647 1.074 1.282 -0.2786 -0.1670 0.5381
H -2.926 1.253 -0.459 0.9432 -0.0094 1.1786
H -2.007 -0.362 -2.289 -0.1960 1.0151 0.2864
H 0.787 -2.547 -0.150 -0.4868 0.7292 0.6069
H -0.058 -0.595 1.608 -0.1122 -0.2716 -0.9921
O 0.341 -0.634 3.475 2.4459 -3.9039 -1.2675
H -0.149 0.095 3.668 -2.2157 3.5617 1.5759
H 0.761 -1.043 4.246 -0.4253 0.5105 -0.3150
O 4.501 -0.805 -0.187 2.2715 -0.4037 1.8820
H 4.252 -0.905 -1.065 -0.9219 -0.1380 -2.2381
H 3.759 -0.439 0.265 -1.2637 0.2429 0.2924
O 0.978 -1.923 -4.277 1.9733 0.0194 -2.9475
H 0.473 -2.155 -3.550 -2.2772 -0.1190 2.3658
H 0.630 -1.188 -4.794 -0.3238 -0.1776 0.5811
O -0.932 1.878 -3.336 1.3168 -1.5376 -1.1433
H -1.586 2.534 -3.200 -0.7868 1.0063 0.5183
H -0.564 1.680 -2.458 -0.7767 0.4820 -0.6122
O -3.076 -0.991 3.415 -1.8486 6.8259 -3.3926
H -2.472 -0.978 2.691 0.6243 -0.6221 -1.0056
H -2.981 -1.723 3.846 1.0716 -7.0322 3.9856
O 1.752 1.251 -1.636 -0.0898 1.2324 -3.9412
H 1.999 0.481 -2.231 -0.0209 0.5936 0.8592
H 1.601 2.000 -2.327 0.3866 -1.8478 1.7687
O -1.851 1.287 3.562 -0.3995 0.3605 0.8754
H -2.377 0.467 3.619 0.1004 -0.1385 -0.0780
H -2.290 1.745 4.299 0.5763 0.3914 -0.3348
O -0.793 -3.657 2.626 0.3333 -0.6783 -0.9879
H -0.444 -2.961 2.035 -0.2361 -0.5442 0.3956
H -0.679 -4.503 2.119 -0.1750 1.2708 0.6729
O 2.235 0.498 0.676 0.2816 -0.1056 1.3448
H 1.806 0.937 -0.060 -0.3951 -0.1258 -0.6349
H 2.951 1.118 0.817 0.3097 0.2427 0.4775
O 3.020 -0.916 -3.202 3.8374 0.2180 1.7103
H 2.537 -1.651 -3.558 -0.8875 -0.7223 -0.6314
H 3.946 -1.282 -2.936 -2.5457 1.0307 -0.9482